{
  "formula": "C25H45N2P3Se2Tl",
  "method": "wB97M-V/def2-TZVPD",
  "gap_ev": 3.92,
  "total_charge": 3,
  "e_above_lowest_ev": 0.000,
  "total_energy_ha": -7087.5488,
  "species": ["Tl", "P", "P", "P", "H", "C", "C", "H", "C", "C", "C", "C", "C", "C", "C", "C", "C", "H", "H", "H", "H", "H", "H", "H", "H", "H", "H", "H", "H", "H", "H", "H", "H", "H", "H", "H", "H", "H", "H", "H", "H", "H", "H", "H", "H", "H", "C", "C", "C", "C", "C", "C", "Se", "H", "H", "H", "H", "H", "H", "C", "N", "C", "Se", "N", "C", "C", "C", "C", "C", "C", "H", "H", "H", "H", "H", "H", "H", "H"],
  "xyz": [[0.6497, -0.1869, -0.3935], [2.9515, -1.1144, -1.0429], [1.1444, 1.8237, 1.5597], [-1.1558, -1.5252, -2.0377], [-1.2964, 3.3734, -0.9534], [-2.0567, 2.6308, -1.2182], [-2.9629, 2.2176, -0.3173], [-2.9810, 2.6397, 0.6828], [3.4878, 0.0613, -2.3207], [4.0872, -0.9897, 0.3664], [2.9916, -2.7852, -1.7269], [-0.0545, 3.0566, 2.1860], [2.0630, 1.3512, 3.0816], [2.3439, 2.8799, 0.6683], [-2.9174, -1.1187, -2.2953], [-1.1606, -3.3560, -1.9319], [-0.4339, -1.2053, -3.6829], [-2.1064, 2.3237, -2.2699], [-3.7640, 1.5378, -0.5900], [4.4938, -0.1831, -2.6871], [3.4759, 1.0932, -1.9350], [2.7803, 0.0453, -3.1650], [5.0831, -1.3363, 0.0487], [3.7105, -1.6108, 1.1951], [4.1598, 0.0466, 0.7388], [4.0138, -3.0174, -2.0687], [2.2928, -2.8895, -2.5816], [2.6698, -3.5195, -0.9614], [0.4682, 3.9468, 2.5646], [-0.6405, 2.6092, 3.0005], [-0.7494, 3.3501, 1.3815], [2.7312, 2.1594, 3.4072], [2.6526, 0.4424, 2.8902], [1.3399, 1.1354, 3.8822], [2.5910, 3.7636, 1.2730], [1.9071, 3.2127, -0.2859], [3.2699, 2.3234, 0.4504], [-3.2674, -1.5492, -3.2438], [-3.0544, -0.0253, -2.3093], [-3.5144, -1.5306, -1.4696], [-1.6360, -3.7894, -2.8230], [-1.7203, -3.6617, -1.0330], [-0.1330, -3.7389, -1.8386], [-1.0792, -1.6428, -4.4572], [0.5719, -1.6466, -3.7609], [-0.3509, -0.1204, -3.8545], [0.4186, 4.0640, -4.4822], [-0.6622, 4.4402, -3.6874], [-1.5398, 5.4438, -4.0806], [-1.3265, 6.1267, -5.2853], [-0.2143, 5.8038, -6.0803], [0.6708, 4.7834, -5.6814], [1.4472, 2.5280, -3.8174], [0.7556, 2.0430, -2.5069], [-0.8393, 3.9161, -2.7578], [-2.3893, 5.6811, -3.4445], [-2.0203, 6.9074, -5.6066], [-0.0404, 6.3492, -7.0150], [1.5445, 4.5401, -6.2948], [1.1462, -3.9921, 4.7271], [-0.1061, -3.3942, 4.2730], [-0.3829, -2.9118, 3.0076], [0.7502, -2.8302, 1.5453], [-1.7302, -2.6062, 3.0432], [-2.3189, -2.9590, 4.2644], [-3.6508, -3.1548, 4.6173], [-3.9071, -3.8017, 5.8403], [-2.8325, -4.2765, 6.6525], [-1.4923, -4.1112, 6.2559], [-1.2682, -3.4298, 5.0634], [1.9489, -3.7090, 4.0361], [1.0765, -5.0915, 4.7721], [1.3480, -3.5996, 5.7387], [-2.2382, -2.2106, 2.2491], [-4.4295, -2.7774, 3.9430], [-4.9396, -3.9555, 6.1760], [-3.0460, -4.7980, 7.5972], [-0.6277, -4.4987, 6.8162]]
}